1.
# C4H2

A single C4H2 molecule (ωB97M-V/def2-TZVPD, the OMol25 dataset).

```
! RIJCOSX wB97M-V def2-TZVPD def2/J DEFGRID3
* xyz 0 1
C -0.67598 -1.38923 -1.06003
C -0.20125 -0.44964 -0.45933
C 0.29226 0.53733 0.32228
C 0.78196 1.37641 1.03036
H -1.22443 -2.24128 -1.52984
H 1.02744 2.16642 1.69656
*
```

Its SMILES is C#CC#C.

Charges computed using natural (NBO), reported in e: -0.200 -0.015 -0.138 -0.139 0.255 0.237

---

2.
# C4H2

A single C4H2 molecule (ωB97M-V/def2-TZVPD, the OMol25 dataset).

```
! RIJCOSX wB97M-V def2-TZVPD def2/J DEFGRID3
* xyz 0 1
C -0.94868 0.47710 1.57202
C -0.34762 0.06443 0.63396
C 0.27515 -0.36470 -0.49790
C 0.87950 -0.21029 -1.63432
H -1.68968 0.71380 2.29745
H 1.83134 -0.68034 -2.37121
*
```

Its SMILES is C#CC#C.

Charges computed using natural (NBO), reported in e: -0.137 -0.109 -0.096 -0.185 0.240 0.287

---

3.
# C4H2

A single C4H2 molecule (ωB97M-V/def2-TZVPD, the OMol25 dataset).

```
! RIJCOSX wB97M-V def2-TZVPD def2/J DEFGRID3
* xyz 0 1
C -0.61277 -0.16059 0.60709
C 0.00359 -0.37295 1.62110
C -0.41897 0.43247 -0.61609
C 0.23876 0.30867 -1.61819
H 0.27708 -0.41882 2.63170
H 0.51231 0.21121 -2.62561
*
```

Its SMILES is C#CC#C.

Charges computed using natural (NBO), reported in e: -0.098 -0.127 -0.096 -0.136 0.228 0.229

---

4.
# C4H20Cd2O7

A molecular structure, C4H20Cd2O7 (ωB97M-V/def2-TZVPD, the OMol25 dataset).

```
! RIJCOSX wB97M-V def2-TZVPD def2/J DEFGRID3
* xyz 2 1
Cd -7.87596 -9.19669 29.91767
Cd -8.93267 -11.88033 28.92632
O -7.22415 -10.97759 29.16410
H -6.32566 -11.35955 29.12713
O -9.59926 -9.90274 29.05277
H -9.37214 -9.41148 28.23936
O -8.92119 -12.07320 26.69634
H -9.35704 -12.50846 25.96368
H -8.58383 -11.25804 26.32492
O -8.77878 -7.52185 30.56805
H -8.84587 -6.72630 30.04001
H -8.73389 -7.20746 31.47104
O -7.37320 -8.38524 27.98299
H -7.24165 -8.52135 27.04469
H -6.91521 -7.56655 28.17327
C -10.38974 -8.72298 25.43766
C -11.85738 -8.20644 25.46400
O -12.24364 -7.83665 24.14957
H -10.12486 -8.92866 26.47480
H -9.79621 -7.87341 25.09993
H -10.25559 -9.70472 24.98348
H -12.22206 -7.58249 26.27996
H -12.61302 -8.95348 25.70696
H -12.60356 -8.61086 23.71064
C -13.32890 -10.23958 28.89484
C -12.89737 -8.85187 29.43839
O -11.73904 -8.91135 30.21995
H -12.59129 -10.62314 28.18990
H -14.31821 -10.21840 28.43779
H -13.23684 -10.91318 29.74683
H -13.72682 -8.56129 30.08312
H -12.92300 -8.01917 28.73551
H -11.00305 -9.15066 29.65192
*
```

Atom charges from the natural (NBO) analysis, given in e for atoms 1 to 8: 1.773 1.821 -1.369 0.523 -1.341 0.478 -1.013 0.537

---

5.
# C4H21N2O4S2

5 unconnected molecules or ions with the total composition C4H21N2O4S2 (ωB97M-V/def2-TZVPD, the OMol25 dataset).

```
! RIJCOSX wB97M-V def2-TZVPD def2/J DEFGRID3
* xyz 1 1
N 1.93855 0.29728 0.06181
C 2.26350 -0.86430 0.94164
C 1.05332 -1.77108 1.04022
S -0.06739 -1.36288 2.40487
S -0.77256 0.49433 2.09374
C -2.19276 0.36916 0.95630
C -1.80588 0.56037 -0.49380
N -1.27207 1.87847 -0.83462
H 2.72052 0.92732 -0.05945
H 1.15776 0.84975 0.42966
H 1.64304 -0.07857 -0.85781
H 2.57531 -0.48913 1.91173
H 3.10509 -1.38047 0.49712
H 1.35049 -2.79637 1.21121
H 0.52324 -1.76775 0.09767
H -2.89032 1.14795 1.28554
H -2.69919 -0.58076 1.13759
H -1.08289 -0.19041 -0.82065
H -2.66231 0.37609 -1.12715
H -0.45402 2.09948 -0.26456
H -1.96514 2.58770 -0.63158
H -0.48684 -3.63140 -2.32041
H -1.63349 -2.63697 -2.44762
O -0.73707 -2.73285 -2.08279
H 0.27518 0.96699 -2.88579
H -0.88358 1.91821 -2.57654
O 0.01599 1.92015 -2.93204
H 1.43240 3.63789 -0.64727
H 0.84295 2.51552 -1.59116
O 1.23753 2.69582 -0.69662
H 0.32494 -1.43279 -2.43773
H 1.55956 -0.95403 -3.25348
O 1.00330 -0.71943 -2.49577
*
```

Atom charges from the natural (NBO) analysis, given in e for atoms 1 to 8: -0.714 -0.238 -0.581 0.142 0.080 -0.554 -0.239 -0.872

---

6.
# C4H21N2O6S

6 unconnected molecules or ions with the total composition C4H21N2O6S (ωB97M-V/def2-TZVPD, the OMol25 dataset).

```
! RIJCOSX wB97M-V def2-TZVPD def2/J DEFGRID3
* xyz 1 1
N 1.22587 1.58965 0.18312
C 1.31717 0.51511 -0.85157
C 1.22051 1.21313 -2.21191
S 2.66656 2.36545 -2.40362
C 0.04044 -0.33134 -0.74010
N -0.10877 -1.54479 -1.25748
C 0.98827 -2.35396 -1.74335
O -0.94416 0.24508 -0.25420
H 1.89665 2.30163 -0.09087
H 1.35033 1.09893 1.07959
H 0.24262 2.03132 0.22757
H 2.20174 -0.09839 -0.73494
H 0.33356 1.84020 -2.17024
H 1.26399 0.55374 -3.07153
H 2.06354 2.98438 -3.43763
H -0.97638 -2.03621 -1.09318
H 1.37756 -3.09162 -1.04707
H 1.73299 -1.73722 -2.24890
H 0.68951 -2.92528 -2.63037
H -1.46151 -1.66862 1.73796
H -1.52845 -2.13678 3.19140
O -1.35158 -1.36145 2.64369
H -2.71291 -1.32359 0.32905
H -3.56832 -2.54952 0.44441
O -2.69460 -2.27491 0.24142
H 0.43702 -0.78338 2.29859
H 1.83801 -1.17901 2.50380
O 1.32274 -0.64113 1.92659
H -1.48815 2.33512 -0.47414
H -1.48935 2.38419 1.02886
O -1.10365 2.83934 0.21578
H -1.59325 0.47077 2.48332
H -1.76794 1.82384 3.37081
O -1.42004 1.44533 2.55513
*
```

Atom charges from the natural (NBO) analysis, given in e for atoms 1 to 8: -0.742 -0.152 -0.508 -0.053 0.693 -0.580 -0.439 -0.720

---

7.
# C4H21N3O4

5 unconnected molecules or ions with the total composition C4H21N3O4 (ωB97M-V/def2-TZVPD, the OMol25 dataset).

```
! RIJCOSX wB97M-V def2-TZVPD def2/J DEFGRID3
* xyz 0 1
C -0.27318 1.09170 -1.05065
N -1.17105 0.59928 -0.01319
C -2.13181 -0.37288 -0.50911
N -1.59235 -1.70381 -0.86628
C 1.25608 0.77606 -0.65903
C 1.62410 -0.40369 0.23930
N 2.12029 0.72088 -1.84483
H -0.20995 2.19451 -1.01573
H -0.51949 0.64055 -2.00150
H -0.68256 0.47148 0.85816
H -2.52001 0.14104 -1.39866
H -2.83356 -0.49511 0.32651
H -0.81598 -1.57872 -1.52726
H -1.09959 -2.02282 -0.03358
H 1.45178 1.67506 -0.07514
H 2.65619 -0.26016 0.57018
H 1.03201 -0.38448 1.16554
H 1.35312 -1.42646 -0.07712
H 2.24298 -0.22215 -2.20260
H 3.08936 0.91362 -1.60169
H -0.34314 3.21499 2.99272
H -0.08732 3.87273 1.62717
O 0.10300 3.96767 2.56429
H -1.02649 0.15756 4.50931
H -0.47314 -1.03086 3.95933
O -1.05006 -0.31071 3.65772
H -0.95586 0.18739 -3.88568
H 0.54351 0.30547 -3.80953
O -0.16591 -0.35369 -3.87089
H 0.23229 -4.27467 1.21196
H 0.40179 -2.68187 1.50957
O -0.15505 -3.40792 1.25073
*
```

Its SMILES is C[C@@H](N)CNCN.O.O.O.O.

Atom charges from the natural (NBO) analysis, given in e for atoms 1 to 8: -0.228 -0.673 -0.051 -0.841 -0.058 -0.645 -0.851 0.179

---

8.
# C4H21NO6

6 unconnected molecules or ions with the total composition C4H21NO6 (ωB97M-V/def2-TZVPD, the OMol25 dataset).

```
! RIJCOSX wB97M-V def2-TZVPD def2/J DEFGRID3
* xyz 0 1
C -1.53985 0.38928 -0.80278
N -1.14145 1.38268 0.21550
C 0.17332 1.94942 0.02819
C 1.22346 0.88668 0.42650
C 2.65722 1.36604 -0.04698
O 1.29837 0.64040 1.86296
H -2.35298 -0.20457 -0.40880
H -1.84981 1.01533 -1.65123
H -0.65940 -0.20103 -1.04596
H -1.81911 1.98459 0.62332
H 0.30335 2.72212 0.81125
H 0.36616 2.38704 -0.94807
H 1.29524 -0.11171 0.03499
H 3.40719 0.95337 0.69376
H 2.97438 2.39901 0.10711
H 2.91597 0.98388 -1.05925
H 0.83057 1.36435 2.28798
H -0.34158 -0.14281 4.01580
H 0.09870 -0.30181 2.54049
O -0.73125 -0.21823 3.14446
H -2.50579 -3.03374 -0.22024
H -1.24415 -3.45017 0.29250
O -1.72817 -3.48403 -0.55115
H 1.31599 0.45202 -3.00451
H 0.36204 1.60870 -2.81207
O 0.99836 1.26243 -3.45466
H -1.32920 -1.91947 2.03651
H -2.46202 -1.18190 1.61329
O -2.13040 -2.09595 1.50313
H 1.22611 -2.86240 -1.87228
H -0.26437 -2.41247 -2.23655
O 0.65311 -2.12705 -2.12321
*
```

Its SMILES is CNC[C@@H](C)O.O.O.O.O.O.

Atom charges from the natural (NBO) analysis, given in e for atoms 1 to 8: -0.421 -0.660 -0.237 0.070 -0.657 -0.736 0.203 0.171

---

no.,HOMO-LUMO gap (Ha)
1,0.39611
2,0.35376
3,0.38148
4,0.22939
5,0.35109
6,0.37630
7,0.30476
8,0.34039